[1]
Below is a molecular structure, C2H2BrN in a non-equilibrium geometry, with properties calculated with wB97M-V/def2-TZVPD.

Last column: natural (NBO) charge in e.
Element x y z (Å)
Br 1.125 1.848 -0.966  0.05
N 2.414 -1.448 0.134  -0.26
C 0.440 0.125 -0.290  -0.52
C 1.525 -0.754 0.003  0.22
H -0.207 0.737 0.809  0.28
H -0.197 -0.417 -0.883  0.24

Values from the calculation:
**E_HOMO**: -10.763 eV
**Largest force on an atom**: 6.42 eV Å⁻¹


[2]
Below is C2H2BrNO2 in the gas phase in a non-equilibrium geometry, with properties calculated with wB97M-V/def2-TZVPD.

Last column: natural (NBO) charge in e.
Element x y z (Å)
Br 3.127 -0.096 0.497  0.15
O 0.422 2.686 0.932  -0.36
O 2.475 2.537 1.563  -0.33
N 1.462 2.139 1.089  0.55
C 0.264 -0.137 0.039  -0.44
C 1.359 0.439 0.491  -0.06
H -0.566 0.520 -0.066  0.25
H 0.290 -1.133 -0.109  0.23

Values from the calculation:
**E_HOMO**: -10.259 eV
**SMILES**: C=C(Br)[N+](=O)[O-]
**Largest force on an atom**: 4.20 eV Å⁻¹


[3]
Below is 2 unconnected molecules or ions with the total composition C2H2BrP in a non-equilibrium geometry, with properties calculated with wB97M-V/def2-TZVPD.

Last column: natural (NBO) charge in e.
Element x y z (Å)
Br -0.729 -2.531 -1.861  -0.18
P 1.247 -2.872 -1.160  0.18
C 0.468 1.298 0.782  -0.23
C -0.742 1.401 0.731  -0.23
H 1.461 1.500 1.126  0.23
H -1.706 1.204 0.381  0.23

Values from the calculation:
**E_HOMO (alpha / beta)**: -8.282 / -8.284 eV
**Largest force on an atom**: 2.42 eV Å⁻¹


[4]
Below is C2H2Cl2F2 in the gas phase in a non-equilibrium geometry, with properties calculated with wB97M-V/def2-TZVPD.

Last column: natural (NBO) charge in e.
Element x y z (Å)
Cl -0.981 -1.830 -0.500  -0.01
Cl 1.930 -0.511 -0.523  0.02
F 0.369 -1.059 1.347  -0.33
F -1.574 0.816 -0.266  -0.33
C 0.280 -0.658 0.068  0.28
C -0.258 0.765 -0.075  -0.01
H -0.044 1.195 0.877  0.19
H 0.278 1.280 -0.928  0.19

Values from the calculation:
**E_HOMO**: -11.656 eV
**SMILES**: FCC(F)(Cl)Cl
**Largest force on an atom**: 1.67 eV Å⁻¹


[5]
Below is C2H2Cl2F3OP in the gas phase in a non-equilibrium geometry, with properties calculated with wB97M-V/def2-TZVPD.

Last column: Löwdin spin population.
Element x y z (Å)
Cl 0.466 1.174 2.587  0.10
Cl 0.671 0.138 -1.948  1.07
P 0.882 1.545 0.690  0.15
F 0.598 3.916 -0.733  0.01
F -0.590 4.128 0.993  0.01
F -1.341 2.758 -0.589  0.01
O 2.279 1.748 0.432  0.06
C -0.262 3.270 0.013  0.05
C 0.072 0.119 -0.222  0.48
H 0.543 -0.705 0.153  0.03
H -0.925 0.253 -0.244  0.03

Values from the calculation:
**E_HOMO (alpha / beta)**: -5.290 / -10.843 eV
**2S+1**: 3
**Expectation value of S²**: 2.01
**Largest force on an atom**: 5.90 eV Å⁻¹


[6]
Below is 2 unconnected molecules or ions with the total composition C2H2Cl2F3P in a non-equilibrium geometry, with properties calculated with wB97M-V/def2-TZVPD.

Last column: natural (NBO) charge in e.
Element x y z (Å)
Cl 4.230 0.813 -1.835  -0.33
Cl 4.657 0.838 1.235  -0.26
P 5.430 -0.133 -0.323  1.18
F 4.489 -1.519 -0.310  -0.58
F 1.403 -0.280 -0.524  -0.33
F -1.982 0.253 0.441  -0.31
C 0.161 -0.356 0.055  0.16
C -0.744 0.600 0.113  0.13
H -0.024 -1.345 0.584  0.17
H -0.578 1.537 -0.331  0.17

Values from the calculation:
**E_HOMO**: -9.926 eV
**SMILES**: FP(Cl)Cl.F/C=C/F
**Largest force on an atom**: 3.14 eV Å⁻¹


[7]
Below is C2H2Cl3F in the gas phase in a non-equilibrium geometry, with properties calculated with wB97M-V/def2-TZVPD.

Last column: natural (NBO) charge in e.
Element x y z (Å)
Cl 1.380 1.074 -0.809  0.09
Cl 1.688 -1.463 0.578  -0.01
Cl -0.004 -1.402 -1.770  -0.06
F -1.255 1.194 -0.487  -0.35
C -0.672 0.290 0.468  -0.04
C 0.490 -0.273 -0.267  -0.04
H -0.332 0.910 1.316  0.20
H -1.295 -0.328 0.971  0.20

Values from the calculation:
**E_HOMO**: -10.985 eV
**SMILES**: FCC(Cl)(Cl)Cl
**Largest force on an atom**: 3.77 eV Å⁻¹


[8]
Below is 2 unconnected molecules or ions with the total composition C2H2Cl3FSi in a non-equilibrium geometry, with properties calculated with wB97M-V/def2-TZVPD.

Last column: natural (NBO) charge in e.
Element x y z (Å)
Cl 2.275 0.001 -1.266  -0.33
Cl 2.462 -0.267 1.986  -0.33
Cl 1.986 2.779 0.691  -0.32
Si 1.704 0.790 0.472  1.17
F -1.622 -0.932 1.439  -0.34
C -1.700 -0.689 -0.884  -0.61
C -1.097 -0.517 0.307  0.35
H -1.354 -0.215 -1.742  0.21
H -2.653 -0.951 -1.003  0.20

Values from the calculation:
**E_HOMO (alpha / beta)**: -8.528 / -9.543 eV
**Largest force on an atom**: 4.63 eV Å⁻¹


Sequential E_tot output: -73636.969, -77729.135, -81433.410, -32585.461, -46634.638, -44593.010, -42389.882, -50268.520 eV